C20H52N4O9P2 | wB97M-V/def2-TZVPD

Each line ends with the Löwdin charge.
Atoms and positions in Å:
C (-3.618, 5.137, 3.460)  0.0442
C (-4.550, 5.025, 2.521)  -0.1008
C (-5.764, 4.625, 1.502)  -0.2334
O (-5.674, 3.256, 1.008)  -0.2508
P (-4.375, 3.034, -0.093)  0.6068
O (-4.846, 1.937, -1.103)  -0.3291
O (-3.968, 4.416, -1.012)  -0.1534
O (-2.936, 2.418, 0.619)  -0.4758
P (-3.195, 1.841, 2.238)  0.8834
C (-4.467, 0.424, 2.290)  -0.2728
O (-1.647, 1.197, 2.735)  -0.3415
H (-2.900, 4.868, 4.333)  0.0664
H (-6.726, 4.696, 2.159)  0.1434
H (-5.862, 5.427, 0.683)  0.1209
H (-3.896, 5.233, -0.452)  0.0793
H (-4.009, -0.511, 2.803)  0.0294
H (-4.823, 0.079, 1.249)  0.0594
H (-5.369, 0.830, 2.909)  0.0590
H (-1.012, 1.950, 2.562)  0.0519
C (-0.296, 3.883, -1.102)  -0.0637
C (-0.656, 4.722, -2.325)  -0.4256
C (0.447, 4.740, -3.404)  -0.1969
O (1.548, 5.595, -3.101)  -0.1930
C (2.526, 5.013, -2.254)  -0.1097
N (-1.005, 6.080, -1.886)  0.0376
H (0.435, 4.373, -0.455)  0.0657
H (-1.187, 3.699, -0.494)  0.0418
H (0.108, 2.911, -1.400)  0.0861
H (-1.546, 4.269, -2.775)  0.1333
H (0.010, 5.142, -4.325)  0.1206
H (0.795, 3.728, -3.643)  0.1191
H (2.648, 3.942, -2.438)  0.0939
H (2.272, 5.195, -1.208)  0.0636
H (3.481, 5.508, -2.451)  0.0865
H (-1.327, 6.611, -2.694)  0.0737
H (-0.135, 6.547, -1.623)  0.0701
C (-0.894, -1.764, 0.988)  -0.0645
C (-1.866, -2.315, 2.027)  -0.4288
C (-1.477, -3.715, 2.550)  -0.1981
O (-1.781, -4.782, 1.654)  -0.1913
C (-0.804, -4.999, 0.647)  -0.1061
N (-3.223, -2.308, 1.463)  0.0321
H (-1.005, -2.243, 0.012)  0.0675
H (-1.067, -0.694, 0.837)  0.0616
H (0.142, -1.889, 1.315)  0.0807
H (-1.846, -1.630, 2.882)  0.1202
H (-2.069, -3.913, 3.451)  0.1205
H (-0.424, -3.752, 2.858)  0.1179
H (0.210, -4.806, 1.007)  0.0888
H (-1.024, -4.382, -0.227)  0.0770
H (-0.868, -6.044, 0.336)  0.0821
H (-3.879, -2.596, 2.188)  0.0738
H (-3.272, -3.067, 0.781)  0.0801
C (6.320, 4.057, 2.810)  -0.0743
C (5.921, 4.681, 1.476)  -0.4299
C (4.397, 4.863, 1.314)  -0.2010
O (3.694, 3.661, 0.998)  -0.2035
C (3.377, 2.856, 2.122)  -0.1037
N (6.489, 3.879, 0.385)  0.0378
H (6.111, 2.985, 2.852)  0.0639
H (7.395, 4.178, 2.980)  0.0775
H (5.798, 4.540, 3.641)  0.0782
H (6.375, 5.678, 1.439)  0.1352
H (4.227, 5.533, 0.464)  0.1112
H (3.954, 5.356, 2.189)  0.1189
H (3.148, 3.454, 3.008)  0.0908
H (4.194, 2.163, 2.330)  0.0747
H (2.496, 2.259, 1.871)  0.0833
H (6.293, 4.346, -0.500)  0.0699
H (5.943, 3.017, 0.326)  0.0711
C (0.465, -10.489, -2.775)  -0.0753
C (0.144, -9.325, -3.709)  -0.4322
C (1.148, -8.157, -3.603)  -0.2018
O (0.966, -7.329, -2.456)  -0.1968
C (1.572, -7.823, -1.272)  -0.1095
N (-1.233, -8.878, -3.458)  0.0356
H (0.220, -10.272, -1.733)  0.0636
H (-0.112, -11.374, -3.060)  0.0770
H (1.525, -10.753, -2.830)  0.0778
H (0.197, -9.710, -4.733)  0.1341
H (0.991, -7.500, -4.465)  0.1204
H (2.185, -8.510, -3.668)  0.1173
H (2.511, -8.345, -1.475)  0.0902
H (0.878, -8.479, -0.742)  0.0737
H (1.783, -6.972, -0.620)  0.0818
H (-1.472, -8.160, -4.140)  0.0725
H (-1.231, -8.373, -2.570)  0.0686

Properties
M = 554.6 Da
2S+1 = 1
Charge = 0
Energy = -2371.9567 Ha
HOMO level = -8.2219 eV